Entry 1:
Density functional theory data (ωB97M-V/def2-TZVPD) for a structure of composition C40H46N6O9P2STi.

Last column: Löwdin charge in e.
CARTESIAN COORDINATES (ANGSTROEM)
Ti1 0.056 0.068 0.350  1.1589
C1 1.203 -4.732 -0.497  0.0015
C2 0.341 -3.493 -0.492  -0.4787
O1 0.655 -2.566 0.292  -0.1500
C3 -0.803 -3.428 -1.286  -0.0328
C4 -1.434 -2.226 -1.666  -0.3060
C5 -2.513 -2.382 -2.708  -0.0331
N1 -1.065 -1.015 -1.271  -0.0074
N2 -1.571 -0.030 -2.138  0.0598
C6 -0.931 1.057 -1.992  -0.4578
O2 0.086 1.143 -1.123  -0.1859
C7 -1.323 2.284 -2.715  -0.1557
C8 -0.630 3.468 -2.478  -0.0207
C9 -1.015 4.641 -3.116  -0.0731
C10 -2.095 4.635 -3.987  -0.0865
C11 -2.789 3.453 -4.224  -0.0799
C12 -2.407 2.281 -3.592  -0.0353
H1 1.073 -5.317 -1.406  0.0824
H2 0.942 -5.370 0.354  0.0842
H3 2.248 -4.436 -0.394  0.0810
H4 -1.103 -4.316 -1.826  0.1035
H5 -2.983 -3.358 -2.592  0.0783
H6 -2.081 -2.327 -3.710  0.0903
H7 -3.256 -1.594 -2.635  0.0647
H8 0.200 3.461 -1.781  0.1154
H9 -0.475 5.561 -2.924  0.1052
H10 -2.398 5.550 -4.481  0.1016
H11 -3.634 3.448 -4.901  0.1020
H12 -2.938 1.353 -3.762  0.1104
N3 1.719 -3.399 2.827  0.1648
C13 1.333 -1.928 2.871  -0.4183
C14 1.727 -1.339 4.230  -0.0788
P1 -0.548 -1.867 2.750  0.4238
O3 -0.988 -3.314 2.221  -0.1230
O4 -1.096 -1.677 4.099  -0.2546
O5 -0.927 -0.835 1.658  -0.3813
P2 2.493 -1.222 1.520  0.4841
O6 3.295 -0.109 2.316  -0.1111
O7 3.401 -2.361 1.218  -0.2692
O8 1.845 -0.400 0.361  -0.3639
H13 0.942 -3.949 2.452  0.1178
H14 1.972 -3.736 3.753  0.1637
H15 2.531 -3.421 2.161  0.0970
H16 1.141 -1.810 5.019  0.0828
H17 1.507 -0.272 4.245  0.0874
H18 2.796 -1.458 4.411  0.0921
H19 -1.114 -3.331 1.258  0.0659
H20 2.951 0.799 2.176  0.0602
C15 -1.027 1.643 3.438  -0.0353
C16 0.245 2.056 2.774  -0.3403
C17 1.139 2.956 3.280  -0.0718
C18 2.169 3.129 2.314  -0.0734
C19 1.874 2.334 1.242  -0.3746
C20 2.698 2.259 -0.020  -0.0437
N4 0.686 1.626 1.517  -0.0285
H21 -1.233 2.355 4.236  0.0835
H22 -0.987 0.650 3.885  0.0484
H23 -1.862 1.665 2.741  0.0497
H24 1.045 3.454 4.235  0.1000
H25 3.022 3.791 2.379  0.1048
H26 3.137 3.241 -0.202  0.0833
H27 2.122 1.981 -0.895  0.0490
H28 3.524 1.547 0.059  0.0739
N5 6.516 -1.138 -2.212  0.1584
C21 5.422 -1.008 -2.540  -0.1742
C22 4.053 -0.840 -2.978  -0.2012
C23 3.760 -0.051 -4.085  -0.0168
C24 2.440 0.070 -4.473  -0.0419
C25 1.471 -0.602 -3.740  -0.1205
N6 1.742 -1.354 -2.676  0.1100
C26 3.014 -1.472 -2.306  -0.0785
H29 4.556 0.450 -4.621  0.1223
H30 2.162 0.674 -5.326  0.1077
H31 0.423 -0.523 -4.012  0.1058
H32 3.223 -2.077 -1.428  0.1080
O9 -2.201 1.140 0.497  -0.5297
S1 -3.520 1.221 -0.248  1.0173
C27 -4.569 -0.091 0.457  -0.2587
C28 -4.954 0.079 1.898  -0.2716
C29 -6.237 0.494 2.251  -0.0714
C30 -6.572 0.695 3.583  -0.0901
C31 -5.625 0.477 4.578  -0.0825
C32 -4.351 0.043 4.235  -0.0515
C33 -4.022 -0.158 2.902  -0.0286
C34 -4.417 2.718 0.325  -0.2363
C35 -3.667 3.545 1.326  -0.2704
C36 -4.185 3.701 2.606  -0.0374
C37 -3.515 4.481 3.541  -0.0787
C38 -2.312 5.083 3.208  -0.0877
C39 -1.777 4.910 1.935  -0.0669
C40 -2.457 4.153 0.997  -0.0351
H33 -3.945 -0.973 0.297  0.0954
H34 -5.438 -0.146 -0.203  0.0994
H35 -6.983 0.652 1.478  0.1133
H36 -7.572 1.015 3.844  0.1023
H37 -5.885 0.635 5.617  0.1020
H38 -3.603 -0.149 4.995  0.1106
H39 -3.031 -0.497 2.644  0.0782
H40 -5.370 2.397 0.736  0.0752
H41 -4.585 3.269 -0.603  0.0940
H42 -5.114 3.207 2.873  0.1057
H43 -3.929 4.603 4.535  0.1037
H44 -1.779 5.675 3.942  0.1037
H45 -0.824 5.357 1.680  0.1089
H46 -2.041 4.019 0.003  0.1076

Frontier orbital gap   7.05 eV
HOMO   -7.29 eV
ΔE to the lowest compared entry with this formula, charge and spin   45.4 kcal/mol
Total energy   -122131.6638 eV
Charge   0
E_LUMO   -0.0087 Eh

=====

Entry 2:
Density functional theory data (ωB97M-V/def2-TZVPD) for a cluster of 2 separate species, C4H9O2 in total.

Last column: Mulliken spin population.
CARTESIAN COORDINATES (ANGSTROEM)
C1 -1.146 -1.853 0.497  0.0734
C2 -1.505 -0.828 1.514  -0.0249
O1 -1.919 0.283 1.141  0.0792
O2 -1.393 -1.278 2.636  0.8460
H1 -1.699 -2.710 0.401  -0.0006
H2 -0.041 -1.933 0.257  -0.0034
H3 -1.380 -1.501 -0.549  0.0304
C3 1.658 1.096 -1.275  -0.0002
C4 0.584 1.449 -0.311  0.0029
H4 1.394 0.290 -1.905  0.0000
H5 1.995 1.963 -1.735  0.0001
H6 2.507 0.522 -0.819  0.0000
H7 1.099 1.761 0.632  -0.0001
H8 -0.018 0.479 -0.005  -0.0031
H9 -0.136 2.260 -0.480  0.0003

Frontier orbital gap (alpha / beta)   11.44 / 6.97 eV
HOMO (alpha / beta)   -10.70 / -10.53 eV
ΔE to the lowest compared entry with this formula, charge and spin   35.8 kcal/mol
Total energy   -8385.3567 eV
Multiplicity   2
Charge   0
E_LUMO (alpha / beta)   0.0272 / -0.1306 Eh

=====

Entry 3:
Density functional theory data (ωB97M-V/def2-TZVPD) for a cluster of 8 separate species, C12H40O14 in total.

Last column: Löwdin charge in e.
CARTESIAN COORDINATES (ANGSTROEM)
O1 -1.285 -1.626 -2.892  -0.0236
C1 -0.703 -1.308 -1.635  -0.2246
C2 0.516 -2.206 -1.361  -0.1998
O2 1.000 -1.928 -0.076  -0.0770
H1 -2.076 -1.139 -2.938  0.0430
H2 -0.281 -0.388 -1.731  0.0569
H3 -1.405 -1.278 -0.768  0.1183
H4 1.370 -2.055 -1.990  0.1047
H5 0.288 -3.232 -1.554  0.1156
H6 0.291 -1.903 0.537  0.0028
O3 -4.640 0.953 1.693  -0.0712
C3 -5.620 0.662 0.756  -0.2726
C4 -6.796 1.471 1.208  -0.2151
O4 -7.778 1.410 0.140  -0.0639
H7 -3.894 1.194 1.100  0.0726
H8 -5.198 1.049 -0.266  0.1440
H9 -5.687 -0.336 0.624  0.0819
H10 -6.587 2.536 1.370  0.1276
H11 -7.164 1.235 2.181  0.1134
H12 -8.351 0.703 0.386  0.0611
O5 -0.622 0.681 1.260  -0.0777
C5 0.729 1.188 1.106  -0.2092
C6 1.468 0.452 2.210  -0.2062
O6 2.932 0.692 2.064  -0.0877
H13 -1.042 1.142 0.550  0.0136
H14 1.109 0.785 0.128  0.1197
H15 0.957 2.318 1.353  0.1638
H16 1.276 -0.644 2.266  0.1065
H17 1.079 0.726 3.241  0.1392
H18 3.011 1.631 2.184  0.0698
O7 3.952 3.620 -2.349  -0.0619
C7 2.957 2.619 -2.108  -0.2181
C8 3.274 1.344 -2.901  -0.2737
O8 2.318 0.321 -2.850  -0.0851
H19 4.686 3.207 -2.791  0.0684
H20 2.890 2.449 -0.981  0.1235
H21 1.878 2.988 -2.408  0.1263
H22 4.080 0.933 -2.413  0.0842
H23 3.428 1.529 -3.982  0.1362
H24 2.828 -0.470 -3.156  0.1156
O9 3.897 -3.289 1.486  -0.0607
C9 2.953 -3.183 2.487  -0.2724
C10 3.357 -4.323 3.421  -0.2561
O10 2.879 -5.529 2.868  -0.0828
H25 4.787 -3.228 1.858  0.0999
H26 3.130 -2.231 3.013  0.1166
H27 1.888 -3.224 2.228  0.1214
H28 2.942 -4.269 4.434  0.1128
H29 4.471 -4.411 3.463  0.1226
H30 2.430 -5.258 2.033  0.0955
O11 -0.667 3.945 -2.305  -0.0497
C11 -1.345 2.644 -2.151  -0.1887
C12 -2.262 2.567 -0.944  -0.2933
O12 -2.550 1.269 -0.798  -0.0892
H31 -0.046 3.887 -2.987  0.0314
H32 -1.807 2.350 -3.063  0.1174
H33 -0.572 1.927 -1.914  0.0987
H34 -3.120 3.242 -1.182  0.1461
H35 -1.696 2.901 -0.058  0.1389
H36 -3.000 0.897 -1.612  0.1488
O13 3.585 -0.827 -0.248  -0.0712
H37 2.652 -1.038 -0.472  0.0041
H38 3.573 -0.171 0.464  0.0010
O14 -1.228 -2.121 1.447  -0.0333
H39 -2.016 -2.638 1.719  0.0909
H40 -1.423 -1.213 1.610  0.0102

Frontier orbital gap   9.36 eV
HOMO   -9.45 eV
ΔE to the lowest compared entry with this formula, charge and spin   101.9 kcal/mol
Total energy   -41751.3229 eV
SMILES   OCCO.OCCO.OCCO.OCCO.OCCO.OCCO.O.O
Charge   0
E_LUMO   -0.0035 Eh

=====

Entry 4:
Density functional theory data (ωB97M-V/def2-TZVPD) for a structure of composition C30H90AsF6N18O12.

Last column: Mulliken spin population.
CARTESIAN COORDINATES (ANGSTROEM)
As1 0.139 -0.659 -0.024  0.8489
F1 0.354 -2.282 -0.776  -0.0278
F2 -0.619 -1.436 1.318  0.0501
F3 -0.188 0.945 0.786  0.0008
F4 0.996 0.165 -1.433  -0.0153
F5 -1.355 -0.491 -0.938  -0.0238
F6 1.790 -0.787 0.756  -0.0172
C1 4.351 -0.239 2.132  0.0241
C2 5.532 -0.789 2.885  -0.0051
C3 5.110 -1.966 3.771  0.0044
O1 4.073 -1.697 4.766  -0.0005
C4 4.375 -0.622 5.673  0.0003
N1 6.637 -1.114 1.998  0.0008
H1 3.434 -0.281 2.720  0.0043
H2 4.140 -0.648 1.144  0.0103
H3 4.581 0.811 1.953  0.0091
H4 5.914 -0.064 3.604  0.0003
H5 5.938 -2.497 4.241  0.0001
H6 4.761 -2.778 3.134  0.0018
H7 5.303 -0.627 6.244  0.0000
H8 3.563 -0.782 6.383  0.0005
H9 4.187 0.207 4.990  0.0007
H10 6.753 -2.114 1.920  0.0000
H11 6.572 -0.771 1.050  -0.0001
C5 -3.795 6.616 4.910  -0.0001
C6 -3.117 5.395 4.270  0.0017
C7 -3.295 5.091 2.785  -0.0018
O2 -2.873 3.732 2.674  -0.0085
C8 -2.635 3.203 1.352  0.0350
N2 -1.715 5.541 4.598  0.0005
H12 -3.489 6.626 5.957  -0.0001
H13 -4.876 6.675 4.783  0.0000
H14 -3.486 7.525 4.395  0.0001
H15 -3.557 4.643 4.925  0.0006
H16 -2.693 5.787 2.201  0.0001
H17 -4.362 5.234 2.611  0.0003
H18 -2.567 2.118 1.438  0.0028
H19 -1.795 3.637 0.810  -0.0033
H20 -3.558 3.197 0.772  -0.0011
H21 -1.734 5.598 5.607  0.0000
H22 -1.148 4.745 4.341  -0.0008
C9 0.924 -6.614 0.020  0.0018
C10 -0.549 -6.655 -0.382  -0.0020
C11 -1.054 -5.275 -0.534  0.0093
O3 -2.424 -5.278 -0.330  -0.0002
C12 -3.126 -4.070 -0.576  0.0021
N3 -0.546 -7.390 -1.651  0.0001
H23 1.383 -7.586 -0.165  0.0004
H24 1.105 -6.209 1.016  0.0001
H25 1.551 -6.063 -0.681  0.0002
H26 -1.133 -7.191 0.367  -0.0002
H27 -0.668 -4.950 -1.501  -0.0020
H28 -0.671 -4.593 0.225  0.0112
H29 -2.711 -3.260 0.024  0.0087
H30 -4.117 -4.227 -0.151  0.0005
H31 -3.281 -3.845 -1.631  -0.0015
H32 0.408 -7.652 -1.855  -0.0001
H33 -1.088 -8.214 -1.432  0.0001
C13 -3.866 -0.261 2.902  -0.0072
C14 -4.901 -0.285 1.841  -0.0025
C15 -4.296 -0.567 0.418  -0.0053
O4 -5.300 -0.260 -0.552  -0.0033
C16 -4.682 -0.282 -1.882  0.0099
N4 -5.648 -1.481 2.304  0.0003
H34 -4.102 -0.721 3.862  -0.0011
H35 -3.842 0.800 3.150  0.0014
H36 -2.857 -0.466 2.544  0.0244
H37 -5.550 0.588 1.767  -0.0002
H38 -3.787 -1.521 0.282  -0.0056
H39 -3.460 0.088 0.169  0.0215
H40 -4.937 -1.160 -2.476  0.0000
H41 -3.601 -0.236 -2.007  0.0197
H42 -4.925 0.719 -2.238  0.0005
H43 -4.981 -2.237 2.358  0.0002
H44 -6.336 -1.765 1.621  0.0000
C17 1.130 -0.590 -5.961  -0.0167
C18 2.388 0.097 -5.290  0.0011
C19 2.077 1.534 -4.726  -0.0137
O5 1.842 2.435 -5.815  0.0007
C20 1.503 3.691 -5.416  0.0000
N5 2.791 -0.806 -4.205  0.0054
H45 1.363 -1.485 -6.536  -0.0012
H46 0.656 0.072 -6.686  -0.0025
H47 0.491 -0.892 -5.131  0.0189
H48 3.178 0.140 -6.040  0.0013
H49 2.943 1.901 -4.175  -0.0019
H50 1.265 1.413 -4.009  0.0387
H51 2.266 4.073 -4.736  0.0005
H52 0.491 3.977 -5.131  0.0003
H53 1.728 4.192 -6.357  0.0000
H54 2.846 -1.728 -4.614  -0.0068
H55 1.928 -0.870 -3.685  0.0136
C21 -1.440 7.299 -2.772  -0.0002
C22 -0.476 6.185 -2.703  0.0002
C23 -1.111 4.783 -2.990  -0.0074
O6 -2.108 4.403 -2.118  -0.0136
C24 -2.608 3.011 -2.264  -0.0120
N6 0.625 6.460 -3.584  -0.0001
H56 -2.214 7.387 -2.010  0.0000
H57 -2.030 7.314 -3.689  0.0001
H58 -0.972 8.282 -2.716  -0.0001
H59 0.008 6.181 -1.727  0.0011
H60 -0.295 4.060 -3.001  0.0088
H61 -1.597 4.761 -3.965  -0.0009
H62 -3.626 3.005 -1.874  0.0016
H63 -2.025 2.276 -1.708  0.0393
H64 -2.523 2.603 -3.270  -0.0022
H65 1.226 5.786 -3.131  0.0002
H66 1.012 7.367 -3.366  0.0000
C25 2.232 4.101 -0.081  0.0215
O7 3.156 4.716 -0.553  -0.0041
N7 1.224 4.638 0.481  -0.0065
N8 1.981 2.880 -0.420  -0.0254
H67 1.328 5.642 0.500  -0.0004
H68 0.569 4.122 1.051  0.0062
H69 2.764 2.480 -0.916  0.0103
H70 1.158 2.418 -0.058  0.0088
C26 -2.461 -2.831 -5.046  0.0251
O8 -2.384 -3.830 -4.372  -0.0060
N9 -2.278 -1.689 -4.526  -0.0254
N10 -2.923 -2.873 -6.288  -0.0002
H71 -2.445 -0.869 -5.093  -0.0035
H72 -2.039 -1.638 -3.546  0.0160
H73 -3.342 -3.671 -6.744  -0.0003
H74 -2.994 -1.959 -6.711  -0.0011
C27 1.055 -2.982 5.103  0.0168
O9 -0.010 -3.464 5.226  -0.0045
N11 2.111 -3.246 5.809  -0.0019
N12 1.233 -2.051 4.234  -0.0068
H75 2.948 -2.729 5.582  -0.0002
H76 2.147 -4.076 6.384  -0.0002
H77 0.934 -2.245 3.289  -0.0039
H78 1.955 -1.359 4.375  0.0034
C28 5.213 0.852 -1.878  0.0069
O10 5.662 1.685 -1.140  -0.0015
N13 5.433 0.716 -3.144  0.0008
N14 4.116 0.108 -1.718  -0.0140
H79 4.893 -0.010 -3.592  0.0001
H80 6.084 1.299 -3.650  -0.0003
H81 3.405 0.212 -1.010  -0.0006
H82 3.853 -0.442 -2.524  -0.0028
C29 3.339 -3.836 0.367  0.0394
O11 4.149 -4.768 0.325  -0.0059
N15 2.543 -3.479 1.336  -0.0121
N16 3.065 -3.142 -0.675  0.0029
H83 2.825 -3.692 2.282  0.0073
H84 1.849 -2.756 1.209  -0.0185
H85 2.417 -2.373 -0.582  -0.0511
H86 3.527 -3.184 -1.572  -0.0016
C30 -3.166 -4.091 3.729  0.0020
O12 -4.238 -4.006 3.228  0.0002
N17 -2.954 -4.228 5.020  0.0003
N18 -2.047 -3.800 3.147  0.0049
H87 -3.829 -4.181 5.521  -0.0001
H88 -2.023 -4.178 5.409  0.0001
H89 -1.325 -3.866 3.850  0.0002
H90 -2.024 -3.374 2.231  -0.0005

Frontier orbital gap (alpha / beta)   2.89 / 8.03 eV
HOMO (alpha / beta)   0.86 / -4.31 eV
Total energy   -161106.3587 eV
Multiplicity   2
Charge   -2
E_LUMO (alpha / beta)   0.1380 / 0.1367 Eh

=====

Entry 5:
Density functional theory data (ωB97M-V/def2-TZVPD) for a structure of composition C8H11AgN4S.

Last column: Löwdin charge in e.
CARTESIAN COORDINATES (ANGSTROEM)
Ag1 0.854 -0.753 -1.449  0.6541
C1 -0.365 0.261 2.302  -0.0384
C2 -0.156 -0.015 0.840  -0.2952
N1 0.720 -0.833 0.378  -0.2478
N2 1.680 -1.550 0.956  -0.0073
C3 2.624 -2.150 0.113  -0.8163
N3 3.636 -2.758 0.808  0.0450
S1 2.649 -2.221 -1.583  0.5664
C4 -0.977 0.738 -0.209  -0.2878
C5 -2.006 1.594 0.165  -0.0508
C6 -2.694 2.281 -0.835  -0.1323
C7 -2.341 2.097 -2.169  -0.0965
C8 -1.304 1.229 -2.464  -0.1781
N4 -0.614 0.550 -1.529  -0.1966
H1 0.256 -0.389 2.923  0.0587
H2 -1.409 0.077 2.571  0.0812
H3 -0.105 1.300 2.521  0.0879
H4 1.804 -1.525 1.957  0.1406
H5 3.873 -2.447 1.737  0.0961
H6 4.400 -3.115 0.245  0.0852
H7 -2.283 1.747 1.201  0.1022
H8 -3.502 2.960 -0.575  0.0872
H9 -2.861 2.622 -2.963  0.1002
H10 -0.990 1.051 -3.489  0.1041
H11 -0.886 -0.753 -1.449  0.1381

Frontier orbital gap (alpha / beta)   5.46 / 5.47 eV
HOMO (alpha / beta)   -5.17 / -5.17 eV
Total energy   -29262.6171 eV
Charge   0
E_LUMO (alpha / beta)   0.0109 / 0.0109 Eh